#a
# C4H8O3

A 2-piece molecular cluster, C4H8O3 overall (ωB97M-V/def2-TZVPD, the Open Molecules 2025 dataset).

Properties
net charge = 0
lowest unoccupied orbital energy = -0.1 eV
gap between HOMO and LUMO = 7.6 eV

Last column: Löwdin charge in e.
Positions of all 15 atoms, in Å:
O -1.1752 -1.6281 -0.4980  0.083
O 2.5976 0.1115 -0.3321  0.018
O 1.0709 -1.2404 0.6907  -0.114
C -1.1645 0.5313 0.5402  -0.211
C -0.0126 0.9400 -0.4032  -0.058
C 1.5339 -0.0710 0.5146  -0.483
C -1.7175 -0.4673 -0.3472  -0.120
H 1.6218 0.6222 1.3565  0.134
H -2.6243 -0.2890 -0.9187  0.146
H 0.0028 2.0013 -0.6431  0.071
H -0.8225 0.1200 1.4935  0.121
H 2.6413 -0.6703 -0.9019  0.109
H -0.2442 -1.6602 0.0462  0.120
H -1.8547 1.3584 0.6957  0.117
H 0.1473 0.3415 -1.2933  0.067

---

#b
# C4H8O3

An isolated molecule of C4H8O3 (ωB97M-V/def2-TZVPD, the Open Molecules 2025 dataset).

Properties
net charge = 0
SMILES string = OCC1(O)COC1
lowest unoccupied orbital energy = 0.7 eV
gap between HOMO and LUMO = 10.8 eV

Last column: Löwdin charge in e.
Positions of all 15 atoms, in Å:
O 2.3447 -0.0431 0.1117  -0.039
O -1.8231 0.9808 0.1850  -0.097
O 0.1823 -0.7241 -1.4226  0.008
C -0.4768 1.3274 -0.1879  -0.094
C 1.1570 -0.5417 0.6794  -0.200
C -1.4497 -0.3827 0.4279  -0.105
C -0.0465 -0.1492 -0.1523  -0.460
H -1.4798 -0.6324 1.4965  0.128
H 0.0042 1.9773 0.5531  0.131
H 2.3344 -0.3278 -0.8134  0.090
H -2.0651 -1.1004 -0.1268  0.128
H -0.4268 1.8068 -1.1744  0.129
H 1.1763 -1.6408 0.7604  0.135
H -0.5108 -0.4237 -2.0252  0.112
H 1.0798 -0.1265 1.6886  0.134

---

Most stable to least stable, the ends of the list are #b and #a.

---

#a
# C5H11O4

C5H11O4 as an isolated structure (ωB97M-V/def2-TZVPD, the Open Molecules 2025 dataset).

Properties
net charge = 0
lowest unoccupied orbital energy (alpha / beta) = 0.7 / -2.0 eV
<S²> = 0.75
multiplicity = 2
gap between HOMO and LUMO (alpha / beta) = 9.0 / 6.3 eV

Last column: Löwdin charge in e.
Positions of all 20 atoms, in Å:
O 0.9334 0.3993 0.1877  -0.010
O -0.4039 3.2439 -0.1231  -0.018
O -2.3206 -0.9026 -0.5796  -0.054
O 1.8980 -0.7672 -1.6182  -0.057
C -0.3938 0.1469 0.3407  -0.476
C -1.2771 0.0540 -0.8290  -0.191
C 0.7048 -0.9275 0.4041  -0.215
C -1.0041 0.5317 1.6449  0.004
C 2.0094 -1.1007 -0.2035  -0.236
H 2.7638 -0.8300 -2.0268  0.078
H 0.3682 -1.8358 1.1386  0.197
H -1.6801 1.0807 -0.9840  0.119
H -0.7187 -0.2696 -1.7273  0.138
H -0.2592 0.7413 2.4365  0.103
H -1.5589 1.4754 1.5095  0.090
H -2.8447 -1.0548 -1.3876  0.099
H 2.7267 -0.3832 0.2892  0.151
H 2.2524 -2.1283 -0.1594  0.097
H 0.5101 2.7879 -0.3263  0.071
H -1.7056 -0.2613 2.0137  0.109

---

#b
# C5H11O4

A 2-piece molecular cluster, C5H11O4 overall (ωB97M-V/def2-TZVPD, the Open Molecules 2025 dataset).

Properties
net charge = 0
lowest unoccupied orbital energy (alpha / beta) = 0.6 / -2.6 eV
<S²> = 0.75
multiplicity = 2
gap between HOMO and LUMO (alpha / beta) = 9.8 / 6.6 eV

Last column: Löwdin charge in e.
Positions of all 20 atoms, in Å:
O 1.6002 0.2858 4.6019  -0.022
O -2.1588 -0.4330 6.6387  -0.070
O 0.4005 -1.7761 8.4726  -0.033
O 0.8030 -0.8302 7.4224  -0.130
C -0.0599 -2.6128 5.9126  -0.049
C -2.4334 -3.3136 5.4294  -0.053
C 1.0066 -1.6775 6.3008  -0.242
C -1.6380 -0.8337 5.3466  -0.207
C -1.2996 -2.3118 5.4878  -0.254
H -0.7048 -0.2743 5.0856  0.102
H -0.3951 -1.3134 8.8215  0.109
H 2.2914 0.9658 4.2961  0.078
H -2.5270 -3.8641 6.3912  0.091
H 0.1261 -3.6327 6.2445  0.116
H 1.3156 -0.9591 5.4836  0.057
H -2.3010 -4.0179 4.5850  0.084
H -3.3904 -2.7777 5.2887  0.078
H 1.8099 -2.3263 6.6458  0.117
H -2.3082 0.5428 6.5626  0.107
H -2.3558 -0.7121 4.5060  0.121

---

Most stable to least stable, the ends of the list are #b and #a.

---

#a
# C3H6NO

A 2-piece molecular cluster, C3H6NO overall (ωB97M-V/def2-TZVPD, the Open Molecules 2025 dataset).

Properties
net charge = +1
lowest unoccupied orbital energy = -4.6 eV
gap between HOMO and LUMO = 9.7 eV

Last column: Löwdin charge in e.
Positions of all 11 atoms, in Å:
O 2.1957 -0.8436 1.1930  0.171
N -0.2650 1.0058 -0.1096  0.015
C -0.2237 -0.3006 -0.5820  -0.099
C -1.3880 0.0752 0.3197  0.002
C 1.8018 -1.1618 0.1660  0.027
H -0.4880 1.8045 -0.7820  0.217
H -1.3950 -0.1622 1.4039  0.133
H -2.3195 0.5782 -0.0118  0.134
H 0.3651 1.3070 0.6153  0.156
H 2.1677 -1.9133 -0.6126  0.155
H -0.4510 -0.3892 -1.5998  0.091

---

#b
# C3H6NO

An isolated ion of composition C3H6NO and charge +1 (ωB97M-V/def2-TZVPD, the Open Molecules 2025 dataset).

Properties
net charge = +1
lowest unoccupied orbital energy (alpha / beta) = -6.4 / -6.4 eV
gap between HOMO and LUMO (alpha / beta) = 7.8 / 7.8 eV

Last column: Löwdin charge in e.
Positions of all 11 atoms, in Å:
O -1.5350 0.4003 -0.2296  -0.114
N -0.5345 -0.3647 -0.4628  0.079
C -2.6536 -0.0948 -0.0158  0.147
C 0.9225 0.5114 0.1766  0.186
C 2.1240 -0.2098 -0.1597  -0.053
H 0.8343 1.2692 0.9396  0.113
H -3.5179 0.6293 0.1153  0.157
H 3.0110 0.4302 -0.3524  0.136
H -2.8141 -1.1681 -0.0059  0.128
H 1.9012 -0.9313 -0.9030  0.088
H 2.2619 -0.4717 0.8978  0.132

---

Most stable to least stable, the ends of the list are #a and #b.

---

#a
# C4H8NO3

A 2-piece molecular cluster, C4H8NO3 overall (ωB97M-V/def2-TZVPD, the Open Molecules 2025 dataset).

Properties
net charge = -1
lowest unoccupied orbital energy = 3.3 eV
gap between HOMO and LUMO = 7.0 eV

Last column: Löwdin charge in e.
Positions of all 16 atoms, in Å:
O 1.2842 1.2108 -1.8031  -0.112
O 1.1912 -1.8778 1.2181  0.010
O 1.7848 3.3360 -1.1927  -0.077
N 0.1529 -2.0148 -0.8128  0.206
C 0.1575 -1.7562 0.5513  -0.516
C -1.0884 -1.6230 1.3871  -0.022
C 0.0609 2.3165 -0.1586  -0.062
C 1.1734 2.2833 -1.1629  -0.874
H -1.8335 -1.3904 0.5923  0.081
H -0.6412 3.0571 -0.7423  0.107
H -0.5996 -2.4258 -1.2020  0.050
H -0.3867 1.4067 -0.1853  -0.007
H 0.3190 2.6379 0.8342  0.053
H -1.5050 -2.4897 1.9055  0.077
H -0.9442 -0.8730 2.0936  0.056
H 0.8746 -1.7975 -1.3222  0.031

---

#b
# C4H8NO3

An isolated ion of composition C4H8NO3 and charge -1 (ωB97M-V/def2-TZVPD, the Open Molecules 2025 dataset).

Properties
net charge = -1
SMILES string = O=C[C@@H](CO)NC[O-]
lowest unoccupied orbital energy = 3.4 eV
gap between HOMO and LUMO = 6.3 eV

Last column: Löwdin charge in e.
Positions of all 16 atoms, in Å:
O 1.5493 -2.4259 -1.4111  -0.296
O -2.5476 -0.2678 1.2483  0.009
O -0.5079 2.2380 1.1155  -0.091
N -0.0015 -0.6674 -1.1004  -0.031
C 0.2165 1.3267 0.2637  -0.206
C 1.4089 -1.2844 -0.8185  -0.579
C -1.4207 -0.4922 0.8625  -0.223
C -0.7159 0.2426 -0.2921  -0.371
H -1.5237 0.7775 -0.7903  0.138
H -0.4821 -1.2348 -1.7841  0.088
H 1.4595 -1.3089 0.3036  0.068
H 1.0389 0.8689 0.8139  0.108
H 0.5734 1.9302 -0.5639  0.114
H -0.2787 2.1126 2.0461  0.078
H 2.0877 -0.4685 -1.1668  0.074
H -0.8562 -1.3465 1.2737  0.119

---

#c
# C4H8NO3

A 2-piece molecular cluster, C4H8NO3 overall (ωB97M-V/def2-TZVPD, the Open Molecules 2025 dataset).

Properties
net charge = -1
lowest unoccupied orbital energy = 3.9 eV
gap between HOMO and LUMO = 8.4 eV

Last column: Löwdin charge in e.
Positions of all 16 atoms, in Å:
O -0.6572 0.0004 3.0697  -0.079
O -0.5560 0.5523 0.8924  -0.126
O 2.0802 0.0259 -2.9018  -0.009
N 1.7803 0.6133 -0.7111  0.149
C -2.3814 -0.7703 1.6079  -0.051
C -1.0846 0.0026 1.9006  -0.770
C 0.0056 -0.5178 -1.8156  -0.037
C 1.3809 0.0933 -1.9026  -0.607
H -0.0375 -1.2274 -0.9929  0.073
H -3.1440 -0.0149 1.4016  0.059
H -0.2492 -1.0786 -2.7119  0.068
H -2.2826 -1.3547 0.6897  0.050
H -2.6675 -1.4308 2.4241  0.053
H 1.1589 0.4654 0.0866  0.058
H -0.7683 0.2190 -1.6189  0.074
H 2.4325 1.3762 -0.7207  0.095

---

#d
# C4H8NO3

An isolated ion of composition C4H8NO3 and charge -1 (ωB97M-V/def2-TZVPD, the Open Molecules 2025 dataset).

Properties
net charge = -1
SMILES string = O=C(CCO)NC[O-]
lowest unoccupied orbital energy = 3.6 eV
gap between HOMO and LUMO = 6.6 eV

Last column: Löwdin charge in e.
Positions of all 16 atoms, in Å:
O -3.1037 0.4154 -1.8261  -0.314
O 2.7307 0.5120 1.3181  -0.091
O 0.8058 -1.1178 -1.0254  -0.016
N -1.2234 -0.2118 -0.5390  0.090
C 0.4356 -0.3824 1.2000  -0.112
C -1.9578 -0.1992 -1.9310  -0.513
C -0.0054 -0.6335 -0.2289  -0.579
C 1.3535 0.8560 1.2301  -0.259
H 1.1638 1.4438 0.3338  0.116
H 1.0305 -1.2166 1.5903  0.113
H -1.9910 -1.2755 -2.1861  0.081
H 3.0233 0.2279 0.4409  0.085
H -1.1974 0.2764 -2.5879  0.083
H -0.3745 -0.2977 1.9320  0.101
H -1.8465 0.0961 0.1921  0.107
H 1.1565 1.5069 2.0870  0.107

---

Most stable to least stable, the ends of the list are #c and #b.

---

#a
# C4H8NO3

A 2-piece molecular cluster, C4H8NO3 overall (ωB97M-V/def2-TZVPD, the Open Molecules 2025 dataset).

Properties
net charge = -1
lowest unoccupied orbital energy = 3.4 eV
gap between HOMO and LUMO = 7.3 eV

Last column: Löwdin charge in e.
Positions of all 16 atoms, in Å:
O 2.9456 -0.3141 -1.2222  -0.100
O 1.4778 1.2891 -0.5983  -0.121
O -1.6336 -1.9811 -0.8319  0.038
N -3.4386 -0.8102 -0.2251  0.114
C -1.2283 0.2693 -0.1508  -0.021
C -2.0731 -0.9253 -0.4258  -0.591
C 2.9778 0.3977 1.0414  -0.060
C 2.4144 0.4803 -0.4172  -0.793
H 3.7968 -0.3128 1.0752  0.044
H 3.3339 1.3952 1.3295  0.047
H -0.6682 0.6324 -1.0166  0.081
H -3.9355 -1.5299 -0.7335  0.087
H -1.7538 1.1506 0.2040  0.071
H -0.4442 -0.0234 0.5382  0.081
H -3.9192 0.0725 -0.2973  0.079
H 2.1482 0.2095 1.7304  0.045

---

#b
# C4H8NO3

An isolated ion of composition C4H8NO3 and charge -1 (ωB97M-V/def2-TZVPD, the Open Molecules 2025 dataset).

Properties
net charge = -1
SMILES string = C[C@]1([O-])O[C@@]1(C)NO
lowest unoccupied orbital energy = 4.1 eV
gap between HOMO and LUMO = 7.8 eV

Last column: Löwdin charge in e.
Positions of all 16 atoms, in Å:
O 0.1317 0.0327 1.6103  -0.022
O 0.1464 2.3429 0.8518  -0.171
O -2.3217 1.7732 0.8001  -0.202
N -2.1106 0.3593 0.6029  -0.050
C 0.4394 1.0565 0.6312  -0.602
C -0.7259 0.0417 0.4423  -0.447
C -0.7272 -1.2807 -0.3527  -0.035
C 1.6899 0.6861 -0.1633  -0.010
H -1.7126 -1.8726 -0.1247  0.100
H 2.6799 1.0805 0.3977  0.125
H -2.4117 -0.0268 1.4490  0.078
H 1.6349 -0.3237 0.0440  0.015
H -1.3369 2.2702 0.9438  0.077
H -0.6322 -1.1183 -1.3344  0.005
H 0.2275 -1.9154 -0.1515  0.095
H 1.7071 0.9397 -1.1726  0.046

---

#c
# C4H8NO3

A 2-piece molecular cluster, C4H8NO3 overall (ωB97M-V/def2-TZVPD, the Open Molecules 2025 dataset).

Properties
net charge = -1
lowest unoccupied orbital energy = 3.9 eV
gap between HOMO and LUMO = 8.1 eV

Last column: Löwdin charge in e.
Positions of all 16 atoms, in Å:
O -1.3615 0.5664 -1.3725  -0.097
O -1.2464 -2.0179 1.7445  -0.060
O 0.7574 1.3318 -1.6051  -0.116
N -0.0474 -0.2320 -3.0218  0.082
C -0.2330 0.6111 -1.9040  -0.853
C -0.2426 0.1219 1.4406  -0.157
C -0.1537 -1.1551 1.8004  -0.225
C 0.8946 1.0771 1.4862  -0.111
H 1.8073 0.5925 1.8483  0.065
H 1.0388 1.3720 0.4367  0.044
H -1.5052 -2.1026 0.8338  0.073
H 0.7731 -1.6197 2.1195  0.098
H -1.1835 0.4565 1.0275  0.096
H 0.7934 -0.2354 -3.5589  0.049
H 0.7444 1.9705 2.0955  0.062
H -0.8357 -0.7370 -3.3707  0.048

---

#d
# C4H8NO3

A 2-piece molecular cluster, C4H8NO3 overall (ωB97M-V/def2-TZVPD, the Open Molecules 2025 dataset).

Properties
net charge = -1
lowest unoccupied orbital energy = 3.9 eV
gap between HOMO and LUMO = 8.5 eV

Last column: Löwdin charge in e.
Positions of all 16 atoms, in Å:
O -0.0508 1.5937 0.6227  -0.125
O 1.9490 1.6028 -0.4219  -0.077
O -2.0374 -2.5020 -1.0069  -0.011
N -1.7667 -0.2526 -1.0136  0.147
C 1.2061 1.4964 0.5673  -0.802
C 1.8614 1.1034 1.9159  -0.050
C 0.0735 -1.5841 -0.2582  -0.014
C -1.3342 -1.5261 -0.7862  -0.605
H 2.9442 1.1196 1.7937  0.052
H 1.5231 1.7762 2.6958  0.051
H 0.6091 -2.4861 -0.5459  0.075
H -0.0069 -1.5090 0.8285  0.085
H -1.3557 0.5123 -0.4614  0.068
H -2.7565 -0.2147 -1.2087  0.093
H 1.5686 0.0774 2.1526  0.049
H 0.6615 -0.7354 -0.6091  0.066

---

Most stable to least stable, the ends of the list are #d and #b.